Formula: C17H22Cl6F16O3
Source: the Open Molecules 2025 dataset
Level of theory: ωB97M-V/def2-TZVPD

Bonds (Å) are listed after each position.
Atoms and positions in Å:
1 Cl 5.354 -10.007 -3.786  C38 1.722
2 Cl 2.108 -3.094 -3.734  C35 1.797
3 Cl 4.977 -2.261 -3.645  C35 1.789
4 Cl -1.113 2.120 -8.199  C27 1.835
5 Cl 2.333 -9.967 -3.968  C38 1.782
6 Cl 0.919 0.056 -8.812  C27 1.760
7 F -2.975 -0.866 9.661  C42 1.327
8 F -4.057 0.213 -1.380  C29 1.309
9 F 2.489 -1.614 3.443  C34 1.311
10 F -5.180 1.596 0.769  C28 1.326
11 F -0.418 -1.658 8.506  C41 1.357
12 F 0.375 -2.130 3.483  C34 1.373
13 F -6.640 -2.345 2.101  C40 1.338
14 F -1.555 0.748 9.316  C42 1.317
15 F -3.329 1.580 1.748  C28 1.331
16 F -2.202 0.068 -0.457  C29 1.320
17 F -4.965 -2.506 3.403  C40 1.327
18 F 2.007 -0.766 6.285  C39 1.344
19 F -7.969 -0.817 4.000  C36 1.320
20 F -2.236 -2.047 7.360  C41 1.330
21 F 0.822 0.441 4.784  C39 1.348
22 F -6.288 -0.829 5.277  C36 1.341
23 O 4.194 4.215 -5.608  C30 1.437, C31 1.419
24 O -5.374 -0.441 2.577  C26 1.427, C40 1.460
25 O -0.120 -1.222 5.857  C32 1.396, C39 1.401
26 C -4.466 -0.518 1.478  O24 1.427, C28 1.544, H49 1.090, H63 1.090
27 C 0.331 1.661 -9.234  Cl4 1.835, Cl6 1.760, H52 1.090, H57 1.090
28 C -4.082 0.867 0.915  F10 1.326, F15 1.331, C26 1.544, C29 1.597
29 C -3.305 0.793 -0.479  F8 1.309, F16 1.320, C28 1.597, H58 1.090
30 C 3.311 4.986 -4.777  O23 1.437, C37 1.534, H44 1.090, H61 1.090
31 C 5.532 4.645 -5.414  O23 1.419, C33 1.518, H56 1.090, H62 1.090
32 C -0.836 -0.291 6.613  O25 1.396, C41 1.560, H46 1.090, H64 1.090
33 C 5.343 6.125 -5.138  C31 1.518, C37 1.514, H59 1.090, H60 1.090
34 C 1.465 -1.786 4.244  F9 1.311, F12 1.373, C39 1.514, H51 1.090
35 C 3.274 -1.727 -3.768  Cl2 1.797, Cl3 1.789, H47 1.090, H48 1.090
36 C -6.876 -1.503 4.278  F19 1.320, F22 1.341, C40 1.549, H55 1.090
37 C 3.941 6.375 -4.624  C30 1.534, C33 1.514, H45 1.090, H50 1.090
38 C 3.917 -9.242 -4.344  Cl1 1.722, Cl5 1.782, H43 1.090, H53 1.090
39 C 1.087 -0.774 5.305  F18 1.344, F21 1.348, O25 1.401, C34 1.514
40 C -5.954 -1.695 3.048  F13 1.338, F17 1.327, O24 1.460, C36 1.549
41 C -1.436 -1.087 7.813  F11 1.357, F20 1.330, C32 1.560, C42 1.550
42 C -2.286 -0.190 8.750  F7 1.327, F14 1.317, C41 1.550, H54 1.090
43 H 3.798 -8.262 -3.882  C38 1.090
44 H 2.404 4.996 -5.382  C30 1.090
45 H 3.440 7.151 -5.204  C37 1.090
46 H -1.623 0.176 6.020  C32 1.090
47 H 2.989 -1.088 -2.932  C35 1.090
48 H 3.196 -1.127 -4.674  C35 1.090
49 H -3.559 -1.033 1.793  C26 1.090
50 H 3.963 6.673 -3.576  C37 1.090
51 H 1.729 -2.778 4.610  C34 1.090
52 H 1.136 2.358 -9.004  C27 1.090
53 H 3.899 -9.167 -5.431  C38 1.090
54 H -3.019 0.387 8.186  C42 1.090
55 H -7.078 -2.516 4.626  C36 1.090
56 H 6.061 4.087 -4.641  C31 1.090
57 H 0.076 1.665 -10.294  C27 1.090
58 H -3.057 1.771 -0.892  C29 1.090
59 H 5.537 6.690 -6.050  C33 1.090
60 H 6.093 6.457 -4.419  C33 1.090
61 H 3.027 4.589 -3.802  C30 1.090
62 H 6.007 4.470 -6.379  C31 1.090
63 H -4.942 -1.106 0.693  C26 1.090
64 H -0.192 0.505 6.987  C32 1.090

Atom charges from the Löwdin analysis, given in e for atoms 1 to 2: number 1, Cl, carries 0.554; number 2, Cl, carries 0.471

Formula: C7H19NO3
Source: the Open Molecules 2025 dataset
Level of theory: ωB97M-V/def2-TZVPD

Properties
Energy above the lowest of the compared OMol25 structures with the same formula, charge and spin in eV: 0.7627

Bonds (Å) are listed after each position.
Atoms and positions in Å:
1 O -2.339 -2.656 1.900  H21 0.959, H27 0.961
2 O 0.640 0.315 -2.502  H20 0.961, H29 0.984
3 O 1.633 2.278 -1.080  H17 0.974, H28 0.964
4 N 0.914 1.822 1.717  C7 1.436, H15 1.005, H30 1.008
5 C -0.391 -0.024 0.814  C7 1.341, C8 1.514, C11 1.513
6 C -1.623 1.557 -0.722  C8 1.515, H18 1.080, H19 1.101, H24 1.091
7 C 0.781 0.479 1.226  N4 1.436, C5 1.341, H26 1.079
8 C -1.610 0.853 0.620  C5 1.514, C6 1.515, H12 1.080, H23 1.085
9 C 1.585 -2.224 -1.300  C10 1.334, H13 1.087, H14 1.079
10 C 0.814 -2.032 -0.229  C9 1.334, C11 1.493, H16 1.099
11 C -0.465 -1.295 -0.004  C5 1.513, C10 1.493, H22 1.102, H25 1.099
12 H -1.610 1.509 1.478  C8 1.080
13 H 1.572 -1.534 -2.140  C9 1.087
14 H 2.540 -2.706 -1.158  C9 1.079
15 H 0.029 2.244 1.942  N4 1.005
16 H 1.072 -2.543 0.709  C10 1.099
17 H 1.519 2.332 -0.114  O3 0.974
18 H -0.611 1.916 -0.827  C6 1.080
19 H -2.176 2.507 -0.766  C6 1.101
20 H 1.101 -0.097 -3.237  O2 0.961
21 H -2.987 -1.981 1.691  O1 0.959
22 H -1.220 -1.975 0.424  C11 1.102
23 H -2.545 0.352 0.844  C8 1.085
24 H -1.784 0.991 -1.641  C6 1.091
25 H -0.906 -1.013 -0.970  C11 1.099
26 H 1.726 -0.035 1.306  C7 1.079
27 H -1.766 -2.206 2.527  O1 0.961
28 H 2.225 3.015 -1.268  O3 0.964
29 H 1.267 0.930 -2.061  O2 0.984
30 H 1.599 1.913 2.451  N4 1.008

Atom charges from the Löwdin analysis, given in e for atoms 1 to 2: number 1, O, carries -0.054; number 2, O, carries -0.087

Number 1: LUMO 0.31 eV. Number 2: LUMO 0.56 eV.